[1]
A 2-piece molecular cluster, C2H8N2O overall in a non-equilibrium geometry. Source: the OMol25 dataset; level of theory: wB97M-V/def2-TZVPD.

Each line ends with the Löwdin spin population.
Positions of all 13 atoms, in Å:
C: 0.985 1.835 1.442  0.000
N: 0.732 0.605 1.348  -0.004
H: 1.270 2.340 2.359  0.000
H: 0.881 2.473 0.561  0.000
H: 0.695 0.064 0.364  -0.002
H: 1.049 -0.008 2.100  0.000
N: -1.544 -1.364 -0.804  0.386
C: -0.488 -0.780 -1.646  0.012
O: 0.563 -0.812 -0.778  0.588
H: -1.332 -2.323 -0.530  0.006
H: -1.652 -0.856 0.072  0.007
H: -0.321 -1.383 -2.532  0.004
H: -0.837 0.209 -1.955  0.003

Cartesian forces (eV/Å) of the 6 atoms listed first:
-0.313 1.263 -0.425
1.650 -1.109 -0.352
0.067 -0.329 0.203
-0.090 -0.237 0.131
-0.719 0.355 0.223
-0.598 0.187 0.327

For the energy above the lowest of the compared OMol25 structures with the same formula, charge and spin, the calculation gives 2.062 eV. The HOMO energy (spin up / spin down) comes out at -15.33 / -14.95 eV. As for the total energy: -7221.785 eV. The spin multiplicity is 2. Its net charge is +1. Its expectation value of S² is 0.76. The frontier orbital gap (spin up / spin down) comes out at 10.438 / 8.480 eV. The largest force on an atom comes out at 2.0 eV/Å.



[2]
One molecule with the formula C4H6O4S2 in a non-equilibrium geometry. Source: the OMol25 dataset; level of theory: wB97M-V/def2-TZVPD.

Each line ends with the Löwdin spin population.
Positions of all 16 atoms, in Å:
C: 0.156 -1.099 -0.872  0.004
C: 0.440 0.502 -0.687  0.086
C: -0.397 1.098 0.602  0.790
C: 0.317 1.190 -2.031  0.021
O: 0.692 -1.753 -1.694  0.012
O: -0.680 -1.417 0.148  0.036
O: 0.698 -1.093 2.846  -0.002
O: -0.712 -1.199 2.634  0.247
S: -2.937 -0.300 1.737  0.263
S: -1.096 -0.268 1.298  0.467
H: 1.507 0.582 -0.385  0.017
H: 0.197 1.713 1.350  0.054
H: 1.163 1.744 -2.316  0.000
H: -0.623 1.722 -2.113  0.003
H: 0.175 0.387 -2.722  0.002
H: 1.099 -1.807 2.206  0.001

Cartesian forces (eV/Å) of the 6 atoms listed first:
0.422 4.730 1.997
-0.237 0.343 1.016
3.342 -0.446 -3.085
-1.705 -0.940 0.235
-0.672 -0.987 0.106
0.518 -2.272 -0.126

For the energy above the lowest of the compared OMol25 structures with the same formula, charge and spin, the calculation gives 3.635 eV. The HOMO energy (spin up / spin down) comes out at -6.20 / -9.52 eV. As for the total energy: -34095.595 eV. The spin multiplicity is 3. Its net charge is 0. Its expectation value of S² is 2.01. The frontier orbital gap (spin up / spin down) comes out at 6.321 / 6.805 eV. The largest force on an atom comes out at 5.2 eV/Å.



[3]
C31H32N3O2PdS2Si as an isolated structure in a non-equilibrium geometry. Source: the OMol25 dataset; level of theory: wB97M-V/def2-TZVPD.

Each line ends with the Löwdin spin population.
Positions of all 72 atoms, in Å:
Pd: -10.174 -12.047 10.268  1.258
C: -14.192 -11.891 11.961  0.008
C: -13.057 -12.395 11.214  0.032
N: -12.081 -11.544 10.820  0.075
N: -12.244 -10.273 11.183  -0.004
C: -11.261 -9.417 11.037  0.029
S: -9.616 -9.856 10.757  0.143
S: -11.491 -7.705 11.451  0.008
C: -13.251 -7.557 11.018  0.005
C: -13.475 -7.295 9.542  0.000
C: -12.592 -6.426 8.868  0.000
C: -12.867 -5.997 7.586  0.000
C: -14.090 -6.381 6.936  0.000
C: -14.822 -7.367 7.544  0.000
C: -14.577 -7.749 8.843  0.000
C: -13.004 -13.845 10.982  0.010
C: -13.839 -14.771 11.647  0.002
C: -13.821 -16.104 11.309  0.007
C: -12.967 -16.566 10.322  0.006
C: -12.125 -15.704 9.641  0.008
C: -12.052 -14.343 10.022  0.016
O: -11.162 -13.626 9.431  0.088
H: -14.283 -10.862 11.682  0.001
H: -13.976 -11.895 13.047  0.003
H: -15.168 -12.438 11.807  0.000
H: -13.550 -6.667 11.638  0.000
H: -13.778 -8.473 11.399  0.000
H: -11.645 -6.111 9.304  0.000
H: -12.072 -5.396 7.045  0.000
H: -14.324 -6.038 5.904  0.000
H: -15.536 -7.856 6.912  0.000
H: -15.260 -8.425 9.370  0.000
H: -14.482 -14.460 12.500  0.000
H: -14.489 -16.736 11.895  0.000
H: -12.985 -17.635 10.095  0.000
H: -11.484 -16.061 8.858  0.000
C: -6.836 -12.113 6.872  0.004
Si: -8.406 -12.784 7.721  0.019
C: -9.638 -11.418 7.262  0.008
C: -8.886 -14.497 6.993  0.002
N: -8.360 -12.852 9.480  0.155
C: -7.616 -13.736 10.227  0.011
C: -6.453 -14.313 9.671  0.025
C: -5.304 -14.539 10.448  -0.001
C: -5.491 -14.648 11.828  0.021
C: -6.752 -14.432 12.425  -0.003
C: -7.782 -13.966 11.611  0.013
O: -9.010 -13.583 12.131  0.040
C: -9.440 -13.732 13.444  0.002
C: -9.838 -12.583 14.140  0.000
C: -10.240 -12.692 15.441  0.000
C: -10.429 -13.909 16.068  0.000
C: -10.152 -15.067 15.347  0.000
C: -9.586 -14.980 14.064  0.001
H: -6.601 -11.089 7.240  0.000
H: -7.063 -12.203 5.792  0.001
H: -5.963 -12.807 7.039  0.000
H: -9.633 -11.367 6.129  0.001
H: -9.245 -10.446 7.653  0.000
H: -10.679 -11.498 7.617  0.002
H: -9.397 -14.336 6.047  0.000
H: -9.515 -15.073 7.687  0.000
H: -7.949 -15.046 6.774  0.000
H: -6.348 -14.391 8.604  0.001
H: -4.305 -14.588 10.027  0.000
H: -4.650 -14.952 12.450  0.001
H: -6.948 -14.660 13.475  -0.001
H: -9.567 -11.632 13.669  0.001
H: -10.422 -11.760 15.998  0.000
H: -10.715 -13.936 17.101  0.000
H: -10.455 -16.002 15.770  0.000
H: -9.187 -15.882 13.558  0.000

Cartesian forces (eV/Å) of the 6 atoms listed first:
2.043 -0.694 0.044
-1.841 0.103 1.184
2.175 -0.335 -0.706
-1.908 -2.051 0.914
-0.655 3.094 -0.008
-0.048 -1.650 0.703

For the energy above the lowest of the compared OMol25 structures with the same formula, charge and spin, the calculation gives 0.000 eV. The HOMO energy (spin up / spin down) comes out at -3.28 / -3.87 eV. As for the total energy: -74259.726 eV. The spin multiplicity is 3. Its net charge is -1. Its expectation value of S² is 2.01. The frontier orbital gap (spin up / spin down) comes out at 5.795 / 5.404 eV. The largest force on an atom comes out at 3.2 eV/Å.



[4]
One molecule with the formula C5H7NOS in a non-equilibrium geometry. Source: the OMol25 dataset; level of theory: wB97M-V/def2-TZVPD.

Each line ends with the natural charge from an NBO analysis.
Positions of all 15 atoms, in Å:
C: -1.848 -1.143 0.010  -0.394
N: -0.839 -0.139 0.079  -0.329
C: -0.942 1.177 -0.108  -0.043
C: 0.336 1.730 0.064  -0.371
C: 1.251 0.584 0.084  0.227
O: 2.632 0.545 -0.026  -0.704
C: 0.497 -0.585 0.045  -0.159
S: 1.171 -2.127 -0.041  0.032
H: -2.863 -0.694 -0.334  0.215
H: -1.474 -1.977 -0.752  0.202
H: -1.977 -1.639 0.932  0.206
H: -1.907 1.595 -0.080  0.209
H: 0.565 2.809 0.010  0.224
H: 3.018 1.479 -0.360  0.498
H: 2.380 -1.614 0.478  0.187

Cartesian forces (eV/Å) of the 6 atoms listed first:
-1.364 -0.772 -3.145
1.306 -2.944 -0.885
2.040 0.809 1.590
0.225 -0.640 -0.992
-0.987 1.039 -0.717
0.894 3.259 -0.780

For the energy above the lowest of the compared OMol25 structures with the same formula, charge and spin, the calculation gives 2.087 eV. The HOMO energy comes out at -7.32 eV. As for the total energy: -19669.516 eV. As for the SMILES: Cn1ccc(O)c1S. The spin multiplicity is 1. Its net charge is 0. The frontier orbital gap comes out at 7.986 eV. The largest force on an atom comes out at 4.5 eV/Å.